A 10-piece molecular cluster, C40H80O30 overall in a non-equilibrium geometry, computed with ωB97M-V/def2-TZVPD.

Each line ends with the Löwdin charge.
Atoms and positions in Å:
C1 4.02356 -1.43381 -1.90315  -0.042
C2 3.30417 -0.25808 -1.23183  -0.228
O1 3.88082 0.92384 -1.70472  0.026
C3 3.44193 2.12096 -1.31954  -0.574
O2 2.53058 2.31827 -0.53540  0.107
O3 4.14662 3.06606 -1.94146  -0.009
C4 3.79216 4.46742 -1.89074  0.006
H1 5.07876 -1.32746 -1.67392  0.075
H2 3.75818 -1.41348 -2.95048  0.073
H3 3.71763 -2.40912 -1.49254  0.086
H4 3.43996 -0.27340 -0.12164  0.115
H5 2.26553 -0.34541 -1.47524  0.115
H6 2.73268 4.66358 -2.05239  0.094
H7 4.47071 4.91650 -2.59088  0.096
H8 3.98382 4.78922 -0.85422  0.091
C5 -3.63883 -3.40112 -0.45218  -0.048
C6 -4.41466 -3.66437 -1.72676  -0.197
O4 -3.71326 -4.74744 -2.32108  0.033
C7 -3.03007 -4.51401 -3.44884  -0.563
O5 -3.15837 -3.53560 -4.15872  0.084
O6 -2.18592 -5.50729 -3.71321  0.020
C8 -1.44321 -5.39208 -4.91897  -0.044
H9 -3.43019 -4.34684 0.04115  0.082
H10 -4.18055 -2.69242 0.17348  0.084
H11 -2.66618 -3.02034 -0.72919  0.078
H12 -4.32536 -2.78622 -2.42809  0.108
H13 -5.50172 -3.88163 -1.61923  0.137
H14 -2.02739 -5.53900 -5.82894  0.102
H15 -0.57578 -6.06937 -4.85829  0.104
H16 -0.96662 -4.43559 -4.96783  0.082
C9 -4.36561 3.19914 -2.34517  -0.077
C10 -5.23359 2.94830 -3.53753  -0.226
O7 -4.51748 2.16107 -4.53267  -0.003
C11 -5.13248 0.93176 -4.83431  -0.591
O8 -6.21704 0.51953 -4.54303  0.139
O9 -4.20922 0.30037 -5.51804  -0.024
C12 -4.52555 -0.98917 -6.11178  -0.001
H17 -4.13387 2.17960 -1.99932  0.067
H18 -4.95302 3.79754 -1.64459  0.089
H19 -3.44461 3.74177 -2.67312  0.086
H20 -5.48220 3.90826 -3.97281  0.115
H21 -6.17521 2.44326 -3.31438  0.117
H22 -4.91145 -1.67404 -5.39423  0.072
H23 -3.55814 -1.35370 -6.41650  0.094
H24 -5.26740 -0.87550 -6.91788  0.107
C13 6.64790 1.25908 0.69417  -0.045
C14 6.55727 2.58557 1.43757  -0.167
O10 5.34943 3.37581 1.19167  0.039
C15 4.26785 3.12452 1.86795  -0.631
O11 4.04816 2.11130 2.48263  0.116
O12 3.39670 4.11998 1.72233  -0.018
C16 2.02697 3.97365 2.04972  -0.017
H25 7.59853 0.83302 0.93625  0.070
H26 6.67760 1.46905 -0.39576  0.090
H27 5.80173 0.59339 0.92804  0.074
H28 7.25671 3.40349 1.24667  0.128
H29 6.61805 2.32347 2.50499  0.121
H30 1.93598 3.50082 3.02716  0.096
H31 1.66473 3.26943 1.27391  0.081
H32 1.63778 4.99269 2.03435  0.065
C17 1.27109 7.66822 2.16665  -0.047
C18 -0.01841 8.10747 1.41852  -0.182
O13 -0.33255 7.25266 0.31240  0.048
C19 -0.98650 6.17119 0.65831  -0.628
O14 -1.15024 5.80321 1.81663  0.091
O15 -1.30321 5.49943 -0.42686  0.025
C20 -2.05581 4.28420 -0.19004  -0.021
H33 2.04352 7.49545 1.41972  0.081
H34 1.15230 6.79578 2.84747  0.074
H35 1.64667 8.43154 2.81623  0.062
H36 0.06412 9.06546 0.93646  0.117
H37 -0.87953 8.18242 2.04321  0.112
H38 -1.63539 3.78234 0.68895  0.089
H39 -1.91293 3.66311 -1.05290  0.048
H40 -3.11578 4.44445 0.05378  0.107
C21 0.59614 0.21285 1.85844  -0.019
C22 -0.44047 0.82281 0.87126  -0.169
O16 -0.90069 -0.23010 -0.00273  0.033
C23 -1.76955 0.19868 -0.89963  -0.622
O17 -2.51129 1.14484 -0.79417  0.096
O18 -1.79323 -0.59006 -1.96460  0.006
C24 -2.92609 -0.46062 -2.85326  -0.013
H41 1.34138 -0.22877 1.28232  0.041
H42 0.12498 -0.49292 2.55854  0.063
H43 1.03575 1.00234 2.51119  0.085
H44 0.01756 1.62147 0.23465  0.119
H45 -1.38293 1.17652 1.31674  0.123
H46 -2.87905 0.47273 -3.42112  0.067
H47 -3.78027 -0.43172 -2.19849  0.100
H48 -2.92045 -1.36712 -3.48237  0.086
C25 4.33609 0.09167 5.37135  -0.066
C26 4.44968 -0.37182 3.97562  -0.214
O19 4.25805 -1.82484 3.97863  0.020
C27 4.27142 -2.32720 2.73569  -0.581
O20 4.29606 -1.69839 1.74135  0.152
O21 4.14920 -3.69331 2.77280  -0.017
C28 4.21783 -4.42620 3.98487  -0.053
H49 5.10647 -0.27505 6.05799  0.082
H50 3.33671 -0.11645 5.81779  0.099
H51 4.50070 1.15002 5.37491  0.070
H52 5.33427 -0.14309 3.45204  0.108
H53 3.66359 0.13620 3.48542  0.083
H54 3.76731 -5.42766 3.75977  0.111
H55 3.70675 -3.92660 4.78668  0.082
H56 5.26910 -4.55468 4.21123  0.090
C29 -0.77896 -7.84735 4.45530  -0.065
C30 -1.28375 -7.89758 3.05709  -0.228
O22 -1.73341 -6.68377 2.49780  0.045
C31 -0.84496 -5.77060 2.18339  -0.641
O23 0.27511 -6.07883 1.86999  0.130
O24 -1.35429 -4.56575 2.11844  0.014
C32 -0.46033 -3.48846 1.69825  0.011
H57 -1.07586 -8.80103 4.95651  0.092
H58 -1.23554 -7.15477 5.12413  0.075
H59 0.28185 -7.80389 4.55517  0.067
H60 -2.12012 -8.59454 3.11582  0.123
H61 -0.58729 -8.31717 2.35612  0.119
H62 0.28713 -3.27885 2.39539  0.076
H63 -1.13240 -2.65505 1.62501  0.059
H64 -0.02542 -3.68559 0.70929  0.114
C33 -6.05671 -3.48289 2.80356  -0.026
C34 -4.59469 -4.00888 3.01634  -0.164
O25 -3.88733 -3.47160 4.18295  0.052
C35 -3.23095 -2.36739 3.89654  -0.558
O26 -3.07151 -1.80728 2.81700  0.070
O27 -2.71131 -1.85178 5.05081  -0.010
C36 -2.06552 -0.62422 4.92662  -0.066
H65 -6.37627 -3.91156 1.82787  0.090
H66 -5.95483 -2.43100 2.60365  0.067
H67 -6.64760 -3.69724 3.64533  0.056
H68 -3.92565 -3.68858 2.19565  0.077
H69 -4.51621 -5.06077 3.22213  0.117
H70 -2.70618 0.22511 5.26151  0.110
H71 -1.83389 -0.51974 3.88399  0.057
H72 -1.18297 -0.67852 5.59393  0.105
C37 -0.88795 2.43366 -3.79215  -0.049
C38 0.30285 2.90870 -2.99699  -0.208
O28 1.25829 3.58148 -3.85585  0.023
C39 2.20981 2.72317 -4.33369  -0.579
O29 2.24945 1.53219 -4.23436  0.140
O30 3.09664 3.45588 -5.03857  -0.010
C40 4.09871 2.70420 -5.65915  -0.069
H73 -1.35883 3.29268 -4.36032  0.104
H74 -1.64585 2.07616 -3.07065  0.042
H75 -0.69889 1.57139 -4.52452  0.119
H76 0.78203 2.03422 -2.57993  0.102
H77 0.14493 3.59398 -2.19014  0.110
H78 3.59636 2.04231 -6.36552  0.096
H79 4.77598 2.07259 -5.02767  0.115
H80 4.69645 3.44121 -6.19899  0.095

Forces on the atoms, in the same order (eV/Å):
-0.34 0.31 0.94
0.26 -1.49 1.80
0.89 1.62 -0.97
-0.78 0.04 0.38
0.43 -0.11 -0.50
0.03 -0.63 -0.69
-0.15 -0.69 2.05
0.28 -0.09 -0.52
0.46 -0.03 -0.40
-0.15 0.50 0.04
-0.26 -0.20 -0.79
-0.84 0.46 -0.07
0.11 -0.26 -0.55
-0.06 0.36 -0.29
0.18 0.19 -0.42
-0.60 0.00 -0.21
0.05 1.61 -0.67
0.52 -1.18 -1.12
-0.39 0.77 -0.51
0.04 -0.37 0.34
-0.46 -0.46 0.53
1.12 -0.10 -0.17
-0.34 -0.02 0.36
0.26 -0.02 0.24
0.26 0.46 0.01
-0.32 -0.85 0.79
0.89 -0.28 0.06
-0.14 -0.18 0.30
-0.83 -0.27 0.06
-0.07 0.89 -0.09
0.35 -0.72 -0.69
-0.43 0.39 -0.83
-1.78 -1.31 0.47
1.28 1.56 0.17
-0.11 0.39 0.22
0.35 -0.94 -0.92
-0.13 0.94 -0.07
0.33 0.80 0.67
0.33 -0.18 0.22
-0.73 -0.47 0.47
-0.13 0.11 -0.59
0.18 -0.02 0.18
-0.38 -0.37 0.78
0.06 -0.11 -0.50
0.52 0.04 0.16
-0.60 1.45 -1.44
-0.68 0.20 1.08
0.93 0.29 -0.60
-1.79 -0.67 0.18
0.02 -0.25 0.55
1.60 1.02 -0.37
0.26 -1.24 -0.31
0.50 -0.57 0.32
-0.22 -0.34 0.48
0.44 0.26 0.05
0.65 -0.92 -0.34
-0.24 0.46 -0.11
-0.18 0.16 0.11
-0.58 0.74 0.51
-0.27 -0.53 -0.14
-0.80 -0.43 -0.27
1.03 -0.05 0.27
0.13 0.56 -0.17
0.48 -1.26 1.78
-0.34 0.37 -1.23
-0.99 -0.53 -0.37
0.44 -0.17 1.10
0.09 -0.27 0.04
-0.23 0.45 -0.87
0.03 0.86 0.25
0.57 0.47 -0.05
-0.50 -0.21 0.71
0.02 0.03 -0.27
-0.15 -0.10 -0.34
0.36 0.35 -0.44
-2.12 1.70 0.92
0.07 0.21 0.68
0.82 -0.24 -0.59
-1.01 -0.22 -0.68
0.16 0.54 0.46
0.72 -0.82 -0.15
0.46 -0.05 0.30
1.49 -0.91 -0.76
0.08 -0.03 -0.48
-0.21 -0.35 -0.71
-0.28 -0.58 0.60
0.72 0.34 0.35
0.11 -0.36 0.03
-0.73 -0.03 -0.08
0.06 0.64 0.26
0.26 -0.11 1.68
-1.06 -1.09 0.91
0.35 0.70 -0.52
-0.81 -2.29 2.42
0.28 0.61 -1.72
-0.08 1.32 -1.18
0.02 -0.93 -0.53
-0.12 -0.37 -0.16
0.68 0.09 -0.43
-0.21 0.83 -0.06
1.25 0.26 -0.33
-0.88 -0.06 -1.14
0.33 0.99 0.26
-0.25 0.08 0.35
0.18 -0.14 0.40
0.09 -1.62 1.26
-0.38 -0.97 -0.35
-2.35 0.72 1.01
1.49 -0.88 -1.17
0.99 0.44 0.24
-0.22 0.85 0.25
-1.50 -0.70 -1.56
0.37 0.36 -0.52
-0.43 1.10 0.03
0.81 0.39 -0.06
-0.43 0.52 -0.66
0.63 -0.33 -0.08
1.21 -0.05 1.26
-0.20 0.45 -0.06
-0.10 -0.19 0.38
2.92 -0.45 -1.47
0.34 0.60 -0.38
-0.61 0.63 -0.34
0.88 1.88 0.25
-0.60 -1.15 0.98
-1.32 -1.73 -0.31
0.55 1.04 0.79
-0.21 -0.07 0.91
-0.27 0.64 0.24
-1.08 -0.29 0.77
-0.81 -0.74 0.08
-0.27 -0.51 -0.36
0.26 -0.68 -0.24
0.58 0.60 -0.30
-0.34 0.20 -0.57
-1.26 0.21 -0.83
0.53 -0.89 -0.92
1.12 -1.27 -0.11
-0.38 1.48 -0.68
-0.17 -0.22 0.35
-0.76 0.25 1.50
1.01 -0.83 -0.98
0.49 -0.98 0.53
0.25 0.16 -0.34
0.13 1.34 1.12
0.25 -0.16 0.27
-0.65 0.51 0.28
0.33 -0.15 -0.16
-0.90 0.77 0.02
0.00 -0.21 0.02

Computed properties:
gap between HOMO and LUMO: 11.0556 eV
ΔE to the lowest compared entry with this formula, charge and spin: 51.1 kcal/mol